1.
DFT (the ωB97M-V functional and the def2-TZVPD basis) results for C29H38LuN2O5Si as an isolated structure in a non-equilibrium geometry.

As for the charge: -1. The calculation puts the HOMO energy at -5.0818 eV. As for the calculated total energy: -3138.744875 Eh. Its lowest unoccupied orbital energy is 2.45 eV. The frontier orbital gap comes out at 7.54 eV.

Element x y z (Å)
1 Lu -0.05 -0.52 0.48
2 O -4.11 -5.36 0.36
3 C -3.44 -4.37 0.37
4 C -3.25 -3.25 -0.72
5 O -3.81 -3.21 -1.77
6 C -2.32 -2.29 -0.14
7 C -1.92 -2.71 1.11
8 O -1.06 -1.96 1.76
9 C -2.62 -3.90 1.58
10 O -2.52 -4.39 2.68
11 O -1.73 -1.29 -0.70
12 C -3.27 3.00 -0.55
13 C -3.03 1.54 -0.82
14 C -4.29 0.76 -0.75
15 C -2.35 1.41 -2.17
16 C -3.02 1.34 -3.35
17 C -2.29 1.14 -4.52
18 C -0.95 0.89 -4.51
19 C -0.24 1.15 -3.32
20 C 1.31 1.25 -3.41
21 C 1.70 2.70 -3.31
22 C 2.09 0.45 -2.33
23 C -0.92 1.39 -2.15
24 N -0.27 1.43 -0.90
25 C 0.05 2.55 -0.35
26 C 0.61 2.64 0.99
27 C 1.02 3.70 1.72
28 C 1.41 3.21 2.97
29 C 1.33 1.78 2.84
30 N 0.80 1.43 1.67
31 C 1.75 0.71 3.90
32 C 1.52 -0.70 3.38
33 C 0.86 0.91 5.14
34 C 3.14 0.99 4.32
35 H -3.86 3.17 0.38
36 H -3.85 3.52 -1.35
37 H -2.31 3.60 -0.51
38 H -2.31 1.32 -0.03
39 H -5.15 1.26 -1.34
40 H -4.73 0.76 0.25
41 H -4.12 -0.25 -1.01
42 H -4.10 1.38 -3.36
43 H -2.90 0.98 -5.41
44 H -0.41 0.64 -5.48
45 H 1.58 0.86 -4.40
46 H 1.33 3.08 -2.42
47 H 1.19 3.38 -4.08
48 H 2.78 2.95 -3.38
49 H 2.06 0.92 -1.37
50 H 3.15 0.19 -2.68
51 H 1.61 -0.51 -2.18
52 H -0.12 3.51 -0.91
53 H 1.05 4.73 1.40
54 H 1.85 3.75 3.74
55 H 0.55 -0.76 2.93
56 H 1.46 -1.32 4.33
57 H 2.24 -1.14 2.70
58 H -0.19 0.68 4.87
59 H 0.89 1.92 5.53
60 H 1.12 0.23 5.96
61 H 3.80 0.95 3.43
62 H 3.45 0.28 5.05
63 H 3.26 2.09 4.68
64 C 1.46 -4.17 0.88
65 Si 1.84 -2.61 -0.23
66 C 3.75 -2.59 0.02
67 C 1.75 -3.35 -2.02
68 H 2.36 -4.83 1.01
69 H 0.63 -4.88 0.60
70 H 1.12 -3.87 1.85
71 H 4.19 -3.55 -0.26
72 H 3.87 -2.49 1.11
73 H 4.32 -1.88 -0.60
74 H 2.40 -4.22 -2.11
75 H 2.17 -2.59 -2.78
76 H 0.68 -3.58 -2.34

2.
DFT (the ωB97M-V functional and the def2-TZVPD basis) results for C29H38MnN5OPS2 as an isolated structure.

Its spin multiplicity is 6. As for the charge: 0. The calculation puts the HOMO energy (alpha / beta) at -7.0776 / -7.3584 eV. As for the calculated total energy: -3765.709118 Eh. Its lowest unoccupied orbital energy (alpha / beta) is 0.34 / 0.34 eV. As for the energy relative to the best compared isomer or geometry (same formula, charge and spin): 60.5 kJ/mol. As for the expectation value of S²: 8.7573. The frontier orbital gap (alpha / beta) comes out at 7.42 / 7.70 eV.

Element x y z (Å)
1 Mn 0.10 -1.66 0.74
2 N 4.02 -2.54 2.34
3 C 2.66 -2.41 2.20
4 S 1.97 -3.25 0.79
5 N 2.05 -1.73 3.11
6 N 0.69 -1.58 2.82
7 C -0.09 -1.58 3.83
8 C -1.54 -1.62 3.76
9 C -2.27 -1.34 4.92
10 C -3.64 -1.45 4.97
11 C -4.31 -1.89 3.82
12 C -3.62 -2.20 2.67
13 C -2.22 -2.06 2.59
14 O -1.60 -2.35 1.48
15 H 4.46 -3.30 1.85
16 H 4.40 -2.27 3.23
17 H 0.38 -1.62 4.82
18 H -1.72 -1.04 5.81
19 H -4.18 -1.23 5.88
20 H -5.39 -2.00 3.84
21 H -4.14 -2.54 1.78
22 N 3.05 -0.91 -1.56
23 C 3.34 0.15 -0.76
24 S 2.45 0.44 0.63
25 N 4.34 0.94 -1.24
26 C 4.95 2.13 -0.76
27 C 5.85 2.73 -1.65
28 C 6.52 3.89 -1.30
29 C 6.30 4.48 -0.06
30 C 5.42 3.87 0.82
31 C 4.74 2.71 0.48
32 H 2.62 -1.69 -1.06
33 H 3.73 -1.18 -2.25
34 H 4.71 0.66 -2.13
35 H 6.03 2.27 -2.62
36 H 7.21 4.33 -2.00
37 H 6.81 5.39 0.21
38 H 5.25 4.31 1.79
39 H 4.06 2.25 1.19
40 C -0.01 2.20 -1.24
41 C -0.71 1.22 -2.20
42 C -1.93 1.95 -2.79
43 C 0.29 0.84 -3.30
44 P -1.13 -0.31 -1.19
45 C -2.39 0.37 -0.04
46 C -3.77 0.40 -0.27
47 C -4.65 0.85 0.71
48 C -4.17 1.29 1.93
49 C -2.80 1.30 2.17
50 C -1.93 0.83 1.19
51 C -1.93 -1.62 -2.28
52 C -0.74 -2.46 -2.79
53 C -2.74 -1.13 -3.48
54 C -2.82 -2.54 -1.44
55 H 0.33 3.06 -1.83
56 H 0.85 1.76 -0.75
57 H -0.70 2.57 -0.48
58 H -1.59 2.94 -3.11
59 H -2.71 2.10 -2.05
60 H -2.35 1.45 -3.65
61 H 0.71 1.75 -3.72
62 H -0.18 0.29 -4.11
63 H 1.11 0.24 -2.90
64 H -4.17 0.08 -1.22
65 H -5.71 0.85 0.51
66 H -4.86 1.60 2.71
67 H -2.41 1.66 3.11
68 H -0.86 0.83 1.41
69 H -0.05 -1.88 -3.41
70 H -1.13 -3.29 -3.40
71 H -0.17 -2.89 -1.97
72 H -2.13 -0.60 -4.22
73 H -3.57 -0.48 -3.19
74 H -3.17 -2.00 -3.98
75 H -2.34 -2.91 -0.54
76 H -3.08 -3.40 -2.07
77 H -3.75 -2.06 -1.13

3.
DFT (the ωB97M-V functional and the def2-TZVPD basis) results for C29H38N2O2P3Pb as an isolated structure in a non-equilibrium geometry.

As for the charge: +3. The calculation puts the HOMO energy (alpha / beta) at -15.8594 / -15.8637 eV. As for the calculated total energy: -2603.655988 Eh. Its lowest unoccupied orbital energy (alpha / beta) is -11.88 / -10.31 eV. As for the energy relative to the best compared isomer or geometry (same formula, charge and spin): 82.8 kJ/mol. The frontier orbital gap (alpha / beta) comes out at 3.98 / 5.55 eV.

Element x y z (Å)
1 Pb 0.18 0.54 -1.65
2 P 2.26 -1.19 -1.39
3 C 2.37 -1.53 -3.19
4 C 1.04 -1.83 -3.87
5 N -0.09 -1.30 -3.35
6 C -1.26 -1.47 -4.01
7 C -1.35 -2.24 -5.17
8 C -0.18 -2.80 -5.68
9 C 1.04 -2.59 -5.04
10 C -2.53 -0.89 -3.41
11 P -2.34 0.65 -2.45
12 H 2.00 -3.00 -5.40
13 H -2.34 -2.39 -5.63
14 H -0.22 -3.42 -6.60
15 H -3.26 -0.57 -4.17
16 H -2.99 -1.59 -2.68
17 H 2.85 -0.60 -3.61
18 H 3.07 -2.39 -3.20
19 H 1.78 3.85 -4.01
20 O 2.57 3.63 -4.53
21 H 2.34 4.01 -5.43
22 H -1.53 4.89 -1.90
23 O -1.15 5.63 -2.41
24 H -1.60 6.42 -2.01
25 C -2.34 2.08 -3.58
26 H -3.34 2.03 -4.06
27 H -2.19 3.04 -3.01
28 H -1.51 1.95 -4.31
29 C -3.74 0.79 -1.33
30 H -3.60 1.75 -0.79
31 H -4.68 0.84 -1.94
32 H -3.72 -0.05 -0.59
33 C 2.15 -2.76 -0.46
34 H 3.09 -3.29 -0.73
35 H 2.06 -2.55 0.63
36 H 1.24 -3.30 -0.81
37 C 3.81 -0.33 -0.95
38 H 3.81 -0.15 0.15
39 H 4.65 -1.02 -1.18
40 H 3.85 0.66 -1.47
41 N -0.08 -0.58 0.36
42 P 0.02 -0.51 1.96
43 C 1.69 0.20 2.29
44 C 2.45 -0.07 3.46
45 C 3.50 0.77 3.77
46 C 4.08 1.53 2.73
47 C 3.42 1.70 1.52
48 C 2.20 1.06 1.32
49 C -1.53 0.45 2.39
50 C -2.23 0.29 3.60
51 C -3.50 0.80 3.78
52 C -4.00 1.67 2.81
53 C -3.33 1.83 1.60
54 C -2.09 1.23 1.37
55 C 0.01 -1.41 3.58
56 C -0.10 -2.79 3.76
57 C -0.37 -3.22 5.08
58 C -0.22 -2.33 6.16
59 C -0.06 -0.96 6.00
60 C 0.07 -0.51 4.71
61 H 2.22 -0.86 4.17
62 H 3.83 0.79 4.82
63 H 5.06 1.94 2.89
64 H 3.84 2.26 0.69
65 H 1.74 1.07 0.33
66 H -1.78 -0.17 4.47
67 H -4.02 0.51 4.70
68 H -4.91 2.21 2.99
69 H -3.80 2.42 0.82
70 H -1.59 1.30 0.41
71 H 0.02 -3.48 2.91
72 H -0.70 -4.25 5.23
73 H -0.24 -2.72 7.18
74 H -0.05 -0.26 6.82
75 H 0.27 0.56 4.53

4.
DFT (the ωB97M-V functional and the def2-TZVPD basis) results for C29H38N4OOsP2 as an isolated structure in a non-equilibrium geometry.

Its spin multiplicity is 5. As for the charge: +2. The calculation puts the HOMO energy (alpha / beta) at -13.4988 / -13.4996 eV. As for the calculated total energy: -2194.643113 Eh. Its lowest unoccupied orbital energy (alpha / beta) is -6.02 / -10.15 eV. As for the energy relative to the best compared isomer or geometry (same formula, charge and spin): 7.5 kJ/mol. As for the expectation value of S²: 6.0251. The frontier orbital gap (alpha / beta) comes out at 7.48 / 3.35 eV.

Element x y z (Å)
1 Os 1.24 -0.71 1.65
2 C -2.67 -1.76 -3.10
3 C -1.83 -0.85 -3.57
4 C -2.16 0.59 -3.77
5 C -3.07 1.24 -2.68
6 C -3.01 0.78 -1.24
7 C -3.54 -0.35 -0.76
8 C -4.62 -1.04 -1.55
9 C -4.16 -1.56 -2.92
10 C 1.36 -0.64 3.72
11 H -2.36 -2.78 -2.91
12 H -0.88 -1.15 -4.03
13 H -2.69 0.72 -4.74
14 H -1.22 1.17 -3.87
15 H -2.82 2.32 -2.68
16 H -4.11 1.20 -3.05
17 H -2.78 1.58 -0.53
18 H -3.34 -0.72 0.25
19 H -5.44 -0.33 -1.77
20 H -5.07 -1.85 -0.97
21 H -4.63 -2.54 -3.06
22 H -4.55 -0.91 -3.71
23 H 1.75 -1.63 4.04
24 H 0.45 -0.38 4.28
25 H 2.14 0.10 3.94
26 P 0.11 1.19 1.49
27 P 1.77 -0.25 -0.50
28 N -1.45 0.87 2.21
29 N 0.62 2.63 2.33
30 N 0.95 -1.70 -1.17
31 N 3.33 -0.41 -1.27
32 C -0.13 1.71 -0.23
33 C 0.93 1.19 -1.23
34 C -1.71 -0.37 2.81
35 C -2.84 -0.24 3.61
36 C -3.32 1.11 3.46
37 C -2.46 1.76 2.58
38 C 0.86 2.73 3.70
39 C 1.39 3.98 3.97
40 C 1.50 4.67 2.73
41 C 1.05 3.81 1.74
42 C 0.35 -2.54 -0.25
43 C -0.35 -3.53 -0.92
44 C -0.10 -3.34 -2.30
45 C 0.67 -2.19 -2.44
46 C 3.66 -1.07 -2.47
47 C 5.04 -1.08 -2.62
48 C 5.59 -0.37 -1.50
49 C 4.53 0.06 -0.71
50 H -0.25 2.80 -0.31
51 H -1.08 1.26 -0.51
52 H 0.45 0.88 -2.17
53 H 1.69 1.95 -1.47
54 H -1.03 -1.19 2.61
55 H -3.25 -1.01 4.24
56 H -4.17 1.53 3.96
57 H -2.48 2.76 2.18
58 H 0.67 1.89 4.36
59 H 1.68 4.34 4.94
60 H 1.87 5.67 2.58
61 H 1.04 3.92 0.67
62 H 0.54 -2.42 0.84
63 H -0.98 -4.28 -0.45
64 H -0.48 -3.95 -3.12
65 H 0.99 -1.69 -3.33
66 H 2.89 -1.47 -3.09
67 H 5.58 -1.55 -3.43
68 H 6.65 -0.22 -1.31
69 H 4.51 0.68 0.17
70 C 4.09 -1.22 2.38
71 C 2.96 -1.73 1.54
72 O 3.03 -2.77 0.88
73 H 4.45 -0.24 2.07
74 H 4.91 -1.94 2.34
75 H 3.76 -1.17 3.41